{
  "formula": "C45H95Be2F3N6O9S2",
  "method": "ωB97M-V with the def2-TZVPD basis set",
  "gap_ev": 1.43,
  "e_tot_ha": -3901.4615,
  "charge": 2,
  "largest_force_ev_per_a": 8.44,
  "elements": ["Be", "Be", "F", "N", "S", "O", "O", "F", "S", "O", "O", "F", "C", "C", "C", "C", "C", "C", "N", "O", "C", "C", "C", "H", "H", "H", "H", "H", "H", "H", "H", "H", "H", "H", "H", "H", "H", "H", "H", "H", "H", "H", "C", "C", "C", "C", "C", "C", "N", "O", "C", "C", "C", "H", "H", "H", "H", "H", "H", "H", "H", "H", "H", "H", "H", "H", "H", "H", "H", "H", "H", "H", "C", "C", "C", "C", "C", "C", "N", "O", "C", "C", "C", "H", "H", "H", "H", "H", "H", "H", "H", "H", "H", "H", "H", "H", "H", "H", "H", "H", "H", "H", "C", "C", "C", "C", "C", "C", "N", "O", "C", "C", "C", "H", "H", "H", "H", "H", "H", "H", "H", "H", "H", "H", "H", "H", "H", "H", "H", "H", "H", "H", "C", "C", "C", "C", "C", "C", "N", "O", "C", "C", "C", "H", "H", "H", "H", "H", "H", "H", "H", "H", "H", "H", "H", "H", "H", "H", "H", "H", "H", "H"],
  "positions_angstrom": [[-5.985490, -20.006080, -10.420390], [-7.958040, -19.630610, -14.874720], [-6.329790, -20.281500, -12.897220], [-7.361610, -18.055870, -10.648840], [-7.209590, -17.187620, -12.093600], [-7.178410, -15.734190, -11.888730], [-7.734770, -17.776340, -13.296450], [-5.601420, -17.379610, -12.232140], [-8.771750, -17.586520, -10.304030], [-9.727310, -17.676520, -11.424390], [-8.978060, -16.526990, -9.388930], [-9.221990, -18.912970, -9.565060], [-8.290210, -10.832160, -7.384520], [-7.652880, -11.959090, -8.213110], [-8.658880, -12.372720, -9.302530], [-8.184590, -13.200980, -10.434550], [-6.953850, -12.449140, -11.047100], [-5.867330, -12.122580, -9.958800], [-6.469790, -11.476180, -8.787010], [-5.557340, -11.166790, -7.827400], [-5.226190, -13.530480, -9.641110], [-4.764630, -11.238370, -10.550950], [-7.576860, -13.208450, -7.349210], [-8.306930, -9.975990, -8.058890], [-7.781510, -10.459970, -6.495250], [-9.344810, -10.922450, -7.124190], [-9.650440, -12.660490, -8.953110], [-9.127410, -11.479840, -9.716470], [-8.977570, -13.418360, -11.150110], [-7.775070, -14.188830, -10.223500], [-7.181230, -11.462020, -11.449590], [-6.527880, -13.101710, -11.809210], [-4.320110, -13.316100, -9.074400], [-5.861380, -14.287260, -9.180760], [-4.820940, -13.901240, -10.582600], [-4.093280, -11.654760, -11.301960], [-5.212380, -10.406490, -11.094640], [-4.028130, -10.782860, -9.889000], [-8.188250, -14.019010, -7.745810], [-8.167850, -13.000520, -6.457250], [-6.582970, -13.512180, -7.020510], [-5.633850, -10.211010, -7.780290], [-10.755380, -20.455620, -17.245920], [-11.696090, -20.475650, -16.014530], [-12.259690, -21.982380, -16.035540], [-12.793510, -22.420760, -14.616250], [-11.680940, -22.133140, -13.634480], [-11.299000, -20.642990, -13.520930], [-10.789290, -20.202690, -14.853460], [-10.347940, -18.940300, -14.715740], [-12.541490, -19.844900, -12.980610], [-10.163000, -20.564330, -12.469360], [-12.785100, -19.506790, -16.355960], [-10.184890, -19.560380, -17.493280], [-11.268730, -20.814380, -18.138030], [-9.963700, -21.201740, -17.177740], [-13.084330, -22.099500, -16.738640], [-11.568770, -22.740350, -16.404620], [-12.996860, -23.487080, -14.714750], [-13.680720, -21.873120, -14.298360], [-10.904020, -22.674600, -14.174220], [-11.895300, -22.503440, -12.631970], [-12.789970, -20.264560, -12.005810], [-12.174210, -18.850990, -12.724960], [-13.412890, -19.863300, -13.635140], [-10.614460, -20.440360, -11.485030], [-9.545000, -21.458900, -12.392470], [-9.560830, -19.692930, -12.726570], [-12.497310, -18.539580, -16.768010], [-13.512790, -19.349280, -15.559870], [-13.493060, -19.957680, -17.051370], [-11.107410, -18.439680, -14.408840], [0.026700, -18.301310, -11.072490], [-0.268260, -17.216560, -12.170440], [-1.747370, -17.411980, -12.511250], [-2.294290, -16.301080, -13.336720], [-2.215890, -14.999150, -12.622210], [-0.753950, -14.660980, -12.157670], [-0.027690, -15.869380, -11.582060], [1.317590, -15.528170, -11.326170], [0.048710, -14.030110, -13.356990], [-0.785670, -13.444200, -11.197500], [0.592070, -17.693070, -13.392470], [-0.340030, -19.285510, -11.363950], [-0.509880, -18.021530, -10.165900], [1.116700, -18.303130, -11.071130], [-1.968490, -18.382390, -12.955680], [-2.293570, -17.346530, -11.570250], [-3.383180, -16.327200, -13.378360], [-1.997390, -16.147060, -14.374130], [-2.769820, -15.055590, -11.685160], [-2.544000, -14.193500, -13.279000], [-0.558170, -13.214070, -13.749260], [1.090350, -13.744250, -13.210750], [0.137410, -14.715390, -14.199970], [-0.955300, -13.901750, -10.222830], [0.155340, -12.899870, -11.118070], [-1.636040, -12.762360, -11.189790], [0.386680, -18.730480, -13.656440], [1.637200, -17.483540, -13.164660], [0.393340, -17.083320, -14.273840], [1.400300, -15.115660, -10.463270], [-4.428490, -17.216460, -8.853530], [-4.887170, -17.774740, -7.575870], [-5.956620, -16.848330, -7.020740], [-6.943860, -17.480940, -6.086140], [-7.532640, -18.768280, -6.644150], [-6.446830, -19.793950, -6.950330], [-5.468280, -19.150390, -7.878750], [-4.399510, -20.057860, -8.293920], [-5.733720, -20.308300, -5.657200], [-7.184030, -20.947100, -7.663230], [-3.685000, -17.810400, -6.660960], [-4.254650, -16.150060, -8.709760], [-5.047320, -17.259500, -9.749800], [-3.485010, -17.627450, -9.212740], [-5.613900, -16.139350, -6.267080], [-6.481780, -16.203310, -7.725200], [-7.845500, -16.872510, -6.015850], [-6.477490, -17.602800, -5.108510], [-8.282910, -18.531660, -7.398610], [-8.134180, -19.176050, -5.831760], [-6.447990, -20.866160, -5.051650], [-4.951220, -21.048180, -5.825640], [-5.463900, -19.712920, -4.784950], [-8.011300, -21.320750, -7.059820], [-7.692410, -20.574760, -8.552620], [-6.481450, -21.706870, -8.005620], [-2.859400, -18.469960, -6.928270], [-3.784570, -18.195670, -5.646190], [-3.419640, -16.830880, -6.263170], [-3.755770, -19.931880, -7.592970], [-11.493050, -22.505800, -9.162240], [-12.435970, -22.609310, -7.955760], [-11.624610, -22.876850, -6.706200], [-11.115670, -21.609180, -5.951900], [-12.333720, -20.767330, -5.695740], [-13.077110, -20.256780, -6.957710], [-13.323580, -21.420970, -7.862400], [-14.023870, -21.137080, -9.073640], [-14.427370, -19.597470, -6.524710], [-12.059580, -19.166060, -7.537850], [-13.318640, -23.795800, -8.041950], [-11.725360, -22.783610, -10.190320], [-10.563420, -23.050290, -8.996680], [-11.141790, -21.484830, -9.311680], [-12.139820, -23.486840, -5.964190], [-10.692090, -23.438320, -6.763330], [-10.372130, -21.024550, -6.493590], [-10.698050, -21.958250, -5.007520], [-12.202870, -19.938940, -4.999510], [-13.076870, -21.366400, -5.169480], [-14.760620, -18.692630, -7.032960], [-15.351040, -20.171350, -6.449820], [-14.312060, -19.165260, -5.530730], [-12.422240, -18.285860, -7.006980], [-10.974020, -19.246500, -7.481320], [-12.353410, -18.957690, -8.566610], [-13.977260, -23.702430, -8.905430], [-13.934600, -24.082210, -7.189500], [-12.706920, -24.661050, -8.297350], [-14.919230, -20.937450, -8.790660]],
  "forces_ev_per_angstrom": [[-1.29, 2.23, -0.45], [-0.87, 0.34, 2.49], [-0.49, 0.32, 1.34], [3.53, -0.30, -3.13], [4.74, 3.19, -0.53], [-1.58, -3.30, -0.42], [-0.15, -0.51, -0.14], [-1.20, -1.02, 0.14], [-8.34, -0.99, 0.83], [2.26, 1.06, 1.01], [1.10, -0.09, 0.16], [0.41, -0.27, 0.97], [-0.22, 1.55, -0.78], [-2.83, -1.27, 0.64], [-1.87, 1.78, -0.27], [1.93, 0.21, -0.88], [-0.35, 0.48, 0.77], [0.22, -2.31, -0.31], [0.08, 0.02, -2.77], [1.17, 0.23, 0.98], [0.98, 1.04, -0.09], [0.17, 1.03, -0.60], [-0.25, -0.66, 1.52], [0.05, 0.32, -0.10], [0.34, -0.63, 0.05], [0.04, -0.80, 0.03], [0.40, -1.15, 1.19], [0.87, 0.85, -0.71], [0.02, 0.41, -0.18], [-0.32, -0.03, 0.76], [-0.59, -0.17, -0.42], [0.30, 0.37, -0.10], [-0.09, -0.35, 0.65], [-0.02, 0.28, 0.06], [-0.27, -0.23, -0.18], [-0.45, -0.94, -0.11], [-0.25, 0.20, 0.14], [-0.46, -0.20, 0.73], [0.70, -0.39, -0.51], [0.33, 0.12, 0.41], [-0.01, -0.06, -0.16], [0.35, 0.28, 0.31], [0.82, -0.85, -0.59], [1.72, -1.69, -2.60], [-0.90, 0.64, 1.94], [0.17, 0.77, -1.07], [-0.10, -0.15, -0.95], [-0.36, -1.90, 0.51], [-0.73, -3.56, 1.18], [1.10, 2.66, -0.96], [1.31, -0.03, -0.11], [-0.39, 0.29, -0.51], [-1.95, 0.72, 0.78], [-0.65, 0.62, 0.21], [-0.34, 0.50, -0.06], [0.06, -0.37, 0.60], [-0.03, 0.70, -0.12], [0.66, 0.36, 0.35], [-0.21, 0.05, 0.44], [-0.35, -0.23, -0.45], [0.99, -0.08, 1.05], [0.23, -0.19, -0.08], [-0.15, -0.24, -0.11], [-0.48, 0.45, -0.19], [0.25, 0.20, 0.20], [0.18, 0.32, 0.01], [-0.05, -0.16, -0.49], [0.18, 0.06, 0.55], [0.30, -0.10, 0.16], [0.34, 0.37, 0.46], [0.59, -0.17, -0.56], [-0.22, 1.11, 0.27], [0.13, 1.11, -0.86], [0.40, -2.08, 0.06], [0.03, 0.91, 0.14], [-1.94, 0.95, -0.72], [2.69, 0.63, 1.26], [1.14, 1.51, -1.78], [-1.85, 1.21, 0.09], [0.20, -0.93, -1.23], [-0.51, -1.30, -1.06], [-0.11, -1.58, 2.10], [-0.07, 1.81, 0.18], [0.10, 0.05, -0.31], [0.58, 0.08, 0.31], [-0.05, -0.35, 1.09], [0.49, -0.10, 0.05], [-0.19, -0.21, 0.30], [-0.33, -1.05, -0.50], [0.59, -0.58, 0.03], [-0.53, 0.17, -0.06], [-0.18, 0.14, 0.38], [0.26, 0.33, 0.19], [-0.31, 0.25, 0.73], [-0.22, -0.37, -0.13], [0.24, -0.04, 0.61], [-0.12, 0.01, -0.30], [0.01, 0.02, -1.10], [0.17, 0.03, 0.32], [0.12, -0.51, 0.01], [-0.21, 0.01, -0.11], [-0.60, -0.12, 0.36], [1.52, 1.15, -2.21], [-0.80, -0.46, 0.24], [-1.03, 0.90, 1.38], [-1.45, -0.91, -0.57], [0.36, 0.32, 1.72], [0.01, -0.03, 0.16], [-0.74, -0.59, -1.94], [-1.02, 0.61, 0.34], [-0.93, -1.11, 0.80], [1.08, 0.20, -0.27], [0.47, -0.95, 2.42], [0.18, 0.08, -0.01], [-0.80, -0.19, 0.45], [0.27, -0.14, 0.32], [1.38, 0.45, -0.77], [0.17, -0.49, -0.64], [0.40, 0.64, 0.50], [-0.32, -0.24, 0.08], [0.57, -0.26, -0.60], [-0.08, -0.41, 0.04], [-0.64, -0.62, -0.61], [0.15, 0.23, -0.35], [0.58, 1.26, -0.94], [0.34, -0.36, 0.14], [-0.14, 0.56, -0.44], [-0.11, -0.48, 0.44], [0.48, 0.84, -0.88], [-1.38, -0.66, 0.19], [0.60, 0.40, -1.35], [0.77, -0.50, 0.20], [1.55, 0.61, -0.66], [-0.36, 0.31, -0.53], [1.86, 1.51, 2.16], [-1.14, -0.42, -0.21], [-1.69, -0.09, 0.51], [1.63, -0.21, -0.72], [-0.11, 0.38, 1.64], [1.36, 0.02, 0.49], [0.10, 0.93, 0.34], [-2.53, 0.50, -0.41], [-0.97, -1.78, -1.87], [-1.19, -0.38, 0.25], [-0.02, -0.30, 0.33], [-0.11, 0.41, 0.39], [-0.64, 0.34, -0.10], [-0.16, -0.44, -1.39], [0.20, -0.23, -0.17], [0.19, 0.20, 0.02], [0.37, 0.33, -0.31], [0.02, -0.44, 0.20], [0.48, -0.07, -0.89], [0.47, -0.84, -0.19], [0.31, -0.30, 0.31], [0.67, 0.38, 0.12], [-0.27, -0.55, 0.31], [0.21, -0.08, -0.27], [-0.22, 0.08, -0.01], [0.25, 0.56, 0.22], [0.15, -0.23, 0.17], [-0.29, -0.12, 0.17]]
}